[1]
Entry from the OMol25 dataset: a single C3H8N2O4S molecule (wB97M-V/def2-TZVPD).

Geometry as ORCA input:
```
! RIJCOSX wB97M-V def2-TZVPD def2/J DEFGRID3
* xyz 0 1
C -0.342 0.850 -1.211
C -1.560 2.415 0.338
C -0.426 1.481 0.114
N 0.218 -2.611 -0.695
N 0.567 1.206 0.905
O -1.123 1.128 -2.098
O 0.447 -0.187 -1.296
O 0.453 -2.294 1.652
O 2.097 -1.272 0.310
S 0.509 -1.301 0.363
H -1.491 2.979 -0.513
H -1.533 2.879 1.304
H -2.445 1.788 0.143
H 1.001 -3.037 -0.962
H -0.424 -2.147 -1.438
H 0.537 1.662 1.841
H 1.188 -2.999 1.505
H 2.328 -0.540 -0.259
*
```

- molar mass (g mol⁻¹) = 168.17
- ΔE to the lowest compared entry with this formula, charge and spin (kJ/mol) = 240.9

These are the natural (NBO) partial charges, in e, on atoms 1 to 4: atom 1 (C): 0.691, atom 2 (C): -0.679, atom 3 (C): 0.233, atom 4 (N): -1.023

[2]
Entry from the OMol25 dataset: C19H22F3IrN3 as an isolated structure (wB97M-V/def2-TZVPD).

Geometry as ORCA input:
```
! RIJCOSX wB97M-V def2-TZVPD def2/J DEFGRID3
* xyz 3 1
Ir -0.492 0.109 -0.089
C -1.534 -2.740 1.903
C -1.611 -1.274 1.655
C -0.815 -0.374 2.386
C -0.918 1.003 2.245
C -0.159 1.956 3.106
C -1.799 1.487 1.252
C -2.759 0.642 0.631
C -3.960 1.232 -0.035
C -2.571 -0.728 0.759
H -0.633 -3.170 1.452
H -2.396 -3.268 1.504
H -1.457 -2.928 2.976
H -0.148 -0.775 3.144
H 0.750 2.303 2.604
H 0.137 1.490 4.045
H -0.759 2.842 3.313
H -1.908 2.559 1.121
H -3.732 2.161 -0.558
H -4.661 1.496 0.766
H -4.477 0.542 -0.690
H -3.271 -1.400 0.277
F 6.089 -0.700 -0.867
C 5.801 -0.085 0.283
F 6.256 -0.813 1.296
F 6.381 1.110 0.295
C 4.286 0.065 0.367
C 3.657 1.106 -0.308
C 2.285 1.160 -0.303
N 1.525 0.233 0.343
C 2.149 -0.748 1.030
C 3.521 -0.857 1.065
H 4.230 1.864 -0.827
H 1.763 1.968 -0.798
H 1.529 -1.455 1.562
H 3.986 -1.654 1.630
C -3.020 -0.528 -2.686
C -1.567 -0.358 -2.905
N -0.568 -0.140 -2.000
C 0.644 -0.099 -2.742
C 0.363 -0.266 -4.032
N -1.017 -0.417 -4.101
H -3.224 -0.753 -1.654
H -3.402 -1.343 -3.302
H -3.561 0.375 -2.979
H 1.602 0.049 -2.283
H 1.003 -0.303 -4.897
H -1.537 -0.576 -4.956
*
```

- molar mass (g mol⁻¹) = 541.62
- ΔE to the lowest compared entry with this formula, charge and spin (kJ/mol) = 0.0

These are the natural (NBO) partial charges, in e, on atoms 1 to 4: atom 1 (Ir): 1.024, atom 2 (C): -0.682, atom 3 (C): 0.162, atom 4 (C): -0.221

[3]
Entry from the OMol25 dataset: a 2-piece molecular cluster, C12H30BN3O6PS overall (wB97M-V/def2-TZVPD).

Geometry as ORCA input:
```
! RIJCOSX wB97M-V def2-TZVPD def2/J DEFGRID3
* xyz 1 1
N -3.165 0.877 -1.475
P -2.448 0.149 -2.859
O -0.975 -0.383 -2.273
B -2.053 1.721 -3.958
C -0.934 2.791 -3.689
C -1.074 3.554 -2.362
C -0.673 2.747 -1.130
S 0.946 3.124 -0.483
O 0.861 4.152 0.473
O 1.471 1.893 0.023
O 1.872 3.595 -1.674
C -2.975 1.785 -5.213
O -2.690 2.906 -6.037
N -3.582 2.907 -7.140
O -3.077 3.354 -8.077
H -3.636 0.177 -0.915
H -3.829 1.595 -1.741
H -0.623 -1.002 -2.939
H 0.069 2.368 -3.736
H -0.958 3.528 -4.485
H -0.446 4.437 -2.393
H -2.085 3.930 -2.254
H -1.333 2.990 -0.308
H -0.699 1.677 -1.254
H 2.029 2.823 -2.246
H -4.012 1.774 -4.860
H -2.821 0.856 -5.762
C -0.506 -0.764 1.403
C 0.855 -1.255 0.918
C 1.479 -2.424 1.661
N 1.858 -2.164 3.107
C 2.356 -0.771 3.308
C 0.694 -2.465 4.030
C 0.818 -3.941 4.343
C 2.321 -4.124 4.529
C 2.955 -3.148 3.537
H -0.486 -0.384 2.426
H -0.839 0.055 0.769
H -1.256 -1.557 1.347
H 1.553 -0.419 0.878
H 0.741 -1.577 -0.119
H 2.403 -2.691 1.152
H 0.829 -3.298 1.651
H 1.553 -0.065 3.127
H 3.182 -0.592 2.624
H 2.692 -0.679 4.337
H 0.822 -1.859 4.925
H -0.235 -2.202 3.536
H 0.452 -4.545 3.511
H 0.249 -4.220 5.226
H 2.639 -5.148 4.349
H 2.615 -3.869 5.547
H 3.341 -3.644 2.653
H 3.757 -2.577 3.993
*
```

- molar mass (g mol⁻¹) = 386.24
- ΔE to the lowest compared entry with this formula, charge and spin (kJ/mol) = 43.9

These are the natural (NBO) partial charges, in e, on atoms 1 to 4: atom 1 (N): -1.146, atom 2 (P): 0.917, atom 3 (O): -0.998, atom 4 (B): 0.543

[4]
Entry from the OMol25 dataset: a 2-piece molecular cluster, C5H12FN3O7P overall (wB97M-V/def2-TZVPD).

Geometry as ORCA input:
```
! RIJCOSX wB97M-V def2-TZVPD def2/J DEFGRID3
* xyz 1 1
N 1.679 -0.432 -0.982
C 1.563 0.835 -1.597
N 2.566 1.525 -2.344
P 4.239 1.338 -1.779
O 4.666 -0.301 -1.715
O 4.444 2.081 -0.281
N 0.406 1.423 -1.498
C -0.738 0.886 -0.751
O -1.436 -0.135 -1.502
O -1.274 0.076 -2.886
H 2.520 -0.532 -0.426
H 1.605 -1.186 -1.660
H 2.487 1.353 -3.345
H 5.136 -0.439 -0.878
H 3.808 1.767 0.385
H 0.302 2.320 -1.964
H -1.468 1.718 -0.622
H -0.478 0.544 0.268
H -0.665 -0.620 -3.171
C -3.198 -0.935 1.770
C -3.777 -1.301 3.107
O -2.692 -1.948 3.751
C -1.561 -1.403 3.235
O -0.484 -1.506 3.715
O -1.822 -0.710 2.092
F -4.797 -2.179 2.977
H -3.274 -1.749 1.046
H -3.654 -0.043 1.345
H -4.102 -0.448 3.707
*
```

- molar mass (g mol⁻¹) = 276.14

These are the natural (NBO) partial charges, in e, on atoms 1 to 4: atom 1 (N): -0.871, atom 2 (C): 0.731, atom 3 (N): -0.963, atom 4 (P): 1.440

In the order shown, the computed E_HOMO values come out to -9.679; -19.415; -10.328; -12.813 eV.
In the order shown, the computed strongest force on any atom values come out to 7.605; 6.131; 1.815; 4.810 eV/A.
In the order shown, the computed LUMO level values come out to 0.352; -12.976; -2.365; -4.912 eV.